The following is a quantum chemistry calculation of a cluster of 3 separate species, C19H39Cl2FO5Si2 in total, from the OMol25 dataset.

```
68
C19H39Cl2FO5Si2 | the OMol25 dataset | wB97M-V/def2-TZVPD
Cl 2.10009 -3.75821 2.59094
Cl -0.65201 -4.48273 1.23841
Si -0.48638 -2.02014 -0.62285
Si -4.84011 -5.01229 0.30085
F -3.21384 -0.20250 -0.09697
O 6.35674 5.58648 -3.11467
O 5.38641 4.96295 -1.25254
O 1.61592 3.52596 0.35931
O 2.34300 1.60666 -0.39747
O -3.53783 -4.50373 -0.60619
C -5.32182 -6.69771 -0.35756
C 6.27653 4.76664 -2.24439
C -0.85957 -0.27182 -0.01010
C 0.94863 4.78015 0.17569
C -0.51321 4.70495 0.56314
C 1.41611 -2.75836 1.33553
C 1.62173 2.55151 -0.56669
C 2.22486 -1.53105 1.04319
C -2.13669 -0.08553 0.78803
C 5.09743 3.97397 -0.25801
C -4.35894 -5.21546 2.10289
C -2.23446 1.27348 1.46199
C 0.69141 2.65138 -1.75232
C 6.06405 4.04070 0.90580
C 7.17161 3.54888 -2.20798
C -3.17077 -3.13743 -0.50863
C 0.24860 -3.07585 0.75480
C -1.96239 -2.85938 -1.42005
C -6.27302 -3.81236 0.19353
H -5.97347 -2.83647 0.57793
H 1.09006 5.14400 -0.84242
H -2.40349 2.02199 0.68674
H -0.00010 0.06610 0.56922
H 6.73932 2.68897 -1.70267
H -3.06537 1.31304 2.16120
H -0.90145 0.35696 -0.90277
H -0.23703 2.13797 -1.50946
H 1.16028 2.14703 -2.59325
H 2.13772 -1.19939 0.01329
H -2.26163 -2.26583 -2.28335
H -0.97684 5.68762 0.47796
H -5.12785 -5.83495 2.57106
H 0.46265 3.66983 -2.05510
H 4.09267 4.20669 0.08843
H 1.96103 -0.73164 1.73387
H 1.47460 5.46911 0.83409
H -1.06324 4.01145 -0.07359
H -1.30906 1.52675 1.97147
H -1.61966 -3.82284 -1.80078
H 5.05022 2.97917 -0.70148
H -2.25308 -0.87436 1.53307
H -3.99556 -2.49475 -0.81570
H 7.39454 3.26471 -3.23279
H -6.53998 -3.67135 -0.85513
H 7.08545 3.82025 0.59456
H -6.39389 -6.85853 -0.24759
H -0.61227 4.36018 1.59241
H 8.10272 3.82049 -1.71237
H -3.41303 -5.73967 2.21846
H -7.13784 -4.15823 0.75175
H 0.55247 -1.89555 -1.67664
H -4.82205 -7.47620 0.21997
H 5.77755 3.32275 1.67433
H -5.04010 -6.83111 -1.39948
H 3.27258 -1.76126 1.22614
H 6.06041 5.04048 1.34005
H -4.33189 -4.26901 2.64096
H -2.93749 -2.88363 0.52992
```

The LUMO energy is 0.43 eV. The multiplicity is 1. For the energy, the calculation gives -2722.87323 hartree. The value obtained for the HOMO-LUMO gap is 9.523 eV.

The following is a quantum chemistry calculation of the molecule C8H6F2O3S in a non-equilibrium geometry, from the OMol25 dataset.

```
20
C8H6F2O3S | the OMol25 dataset | wB97M-V/def2-TZVPD
S 2.06769 -0.22897 -0.98094
F 2.69741 0.28450 2.46198
F -0.00618 1.44735 2.35503
O 2.51018 0.92100 -1.67339
O 2.31326 -1.54653 -1.49895
O 1.31198 1.93573 0.52665
C 0.21300 -0.28529 -0.79453
C 0.69106 0.88766 1.25698
C -0.35569 0.20612 0.39345
C -0.59713 -0.88412 -1.76034
C -1.76177 0.17772 0.57513
C -2.56953 -0.44597 -0.38247
C -1.97074 -0.97291 -1.54107
C 1.58815 -0.14588 1.81333
H -0.15230 -1.13331 -2.79161
H -3.63685 -0.83312 -0.20934
H -2.27793 0.36995 1.58181
H -2.59537 -1.27602 -2.36416
H 1.29652 -1.23550 1.99509
H 1.23426 2.75756 1.03736
```

The LUMO energy (spin up / spin down) is -0.73 / -1.69 eV. The multiplicity is 1. For the energy, the calculation gives -1131.93591 hartree. The value obtained for the HOMO-LUMO gap (spin up / spin down) is 8.565 / 7.681 eV.

Which value of energy does entry 1 give?
-2722.87323 hartree